No. 1
Density functional theory data (ωB97M-V/def2-TZVPD) for a cluster of 3 separate species, C6H8N2O4 in total.

```
20
Properties=species:S:1:pos:R:3:forces:R:3
C 1.172 -1.017 1.202 -2.191 1.066 -2.193
C 2.272 -1.623 0.692 -0.317 -0.126 -0.301
C 2.339 -1.814 -0.767 1.800 0.748 -1.561
C -4.104 0.423 0.212 0.069 -1.530 2.364
C 0.173 -0.395 2.004 0.131 0.319 -2.952
C -0.220 -0.319 0.694 4.218 -2.873 4.601
N -0.761 -0.147 -1.488 -0.356 -1.054 1.129
N 0.511 2.319 -0.321 -1.193 -2.922 0.530
O -4.167 0.073 1.306 -0.194 0.258 1.262
O 3.353 -2.153 -1.410 -1.828 0.141 1.655
O -4.016 0.619 -0.895 0.147 1.263 -3.633
O -1.219 -0.091 -0.050 -0.439 0.502 -2.613
H 3.168 -1.944 1.233 -0.551 0.285 0.173
H 1.486 -1.416 -1.373 -0.011 -0.494 0.633
H -0.003 -0.003 2.953 -0.379 0.122 1.495
H -0.521 0.819 -1.684 -0.481 0.308 -0.084
H -1.570 -0.555 -1.963 0.194 0.759 0.114
H 1.430 2.193 -0.593 2.163 0.106 -0.869
H 0.431 1.785 0.550 -0.268 1.067 -0.241
H 0.245 3.247 -0.301 -0.512 2.053 0.491
```
Forces are in eV/Å.

Highest occupied orbital energy, eV: -8.468
Spin multiplicity: 1
Frontier orbital gap, eV: 8.7
SMILES: NOC1=CC/1=C/C=O.O=C=O.N
Energy above the lowest of the compared OMol25 structures with the same formula, charge and spin, eV: 6.842

Here are the Mulliken charges for atoms 1 to 5, given in e: atom 1 (C): 0.7717, atom 2 (C): -0.6287, atom 3 (C): -0.0376, atom 4 (C): 0.7285, atom 5 (C): -0.8498



No. 2
Density functional theory data (ωB97M-V/def2-TZVPD) for a structure of composition C15H22BrN4PdS.

```
44
Properties=species:S:1:pos:R:3:forces:R:3
Pd 0.111 -1.006 -0.236 0.453 0.096 -0.374
N 1.663 -0.005 3.394 0.008 -0.374 0.015
C 1.561 1.491 3.269 -0.062 0.886 -0.050
C 0.101 1.926 3.223 -0.090 -0.240 -0.175
C -0.617 1.693 1.889 0.137 0.579 -0.250
N -0.960 0.272 1.653 -0.295 -0.433 -0.193
C 0.185 2.234 0.695 0.060 -0.132 0.161
C 1.679 1.870 0.692 -0.308 0.615 0.091
N 1.900 0.526 0.109 -0.109 -0.808 -0.329
C 2.331 2.036 2.069 -0.018 -0.212 -0.120
H 1.239 -0.311 4.279 0.068 -0.028 -0.155
H 2.644 -0.316 3.417 -0.181 0.040 -0.001
H 1.180 -0.499 2.619 0.301 0.119 0.344
H 2.018 1.900 4.177 -0.044 -0.239 -0.107
H 0.084 3.001 3.410 0.029 -0.019 0.070
H -0.468 1.470 4.035 -0.065 0.030 0.134
H -1.546 2.276 1.944 0.129 -0.181 -0.012
H -1.869 0.242 1.185 0.252 -0.052 0.275
H -1.103 -0.211 2.542 -0.185 0.008 -0.225
H 0.093 3.319 0.687 0.011 0.063 -0.058
H -0.266 1.862 -0.235 -0.019 0.233 0.060
H 2.176 2.595 0.034 -0.041 -0.197 0.105
H 2.718 0.083 0.536 -0.183 0.041 -0.323
H 2.123 0.635 -0.884 0.048 -0.118 0.271
H 2.435 3.110 2.244 0.032 -0.075 0.030
H 3.349 1.640 2.045 0.127 0.055 0.044
S 0.180 -2.922 -4.597 -0.448 0.546 0.651
C 1.648 -3.277 -3.882 -0.031 0.114 0.188
C 1.813 -2.732 -2.591 -0.282 0.422 0.403
C 0.718 -1.989 -2.167 0.508 -0.077 0.783
C -0.303 -1.995 -3.120 0.042 -0.462 -1.022
C -1.600 -1.450 -2.920 -0.594 0.078 -0.498
C -2.598 -1.461 -3.917 0.403 -0.093 0.361
C -3.882 -1.051 -3.602 -0.196 0.121 0.260
C -4.135 -0.588 -2.317 0.188 -0.143 -0.256
C -3.083 -0.558 -1.394 -0.151 0.002 -0.048
N -1.862 -0.966 -1.673 0.511 -0.067 0.408
H 2.378 -3.886 -4.392 0.040 -0.072 -0.125
H 2.710 -2.909 -2.017 0.059 -0.006 -0.017
H -2.356 -1.801 -4.914 -0.039 -0.091 -0.065
H -4.678 -1.111 -4.333 0.052 0.088 -0.030
H -5.117 -0.257 -2.014 -0.076 -0.001 -0.016
H -3.277 -0.210 -0.387 0.010 0.041 -0.010
Br 0.685 -2.671 1.444 -0.052 -0.058 -0.198
```
Forces are in eV/Å.

Highest occupied orbital energy (alpha / beta), eV: -17.879 / -18.722
Spin multiplicity: 5
Frontier orbital gap (alpha / beta), eV: 8.5 / 5.3
Total charge: +3

Here are the Mulliken charges for atoms 1 to 5, given in e: atom 1 (Pd): -0.1039, atom 2 (N): 0.0521, atom 3 (C): 0.2234, atom 4 (C): -1.4087, atom 5 (C): 0.2321



No. 3
Density functional theory data (ωB97M-V/def2-TZVPD) for an isolated molecule of C6H12O.

```
19
Properties=species:S:1:pos:R:3:forces:R:3
C 2.163 -0.101 0.427 0.050 0.021 -0.002
C 0.777 -0.343 -0.162 0.116 0.113 -0.113
O 0.064 -1.121 0.787 0.043 -0.018 0.049
C 0.120 1.001 -0.461 0.132 0.038 -0.018
C -1.299 1.161 -0.926 -0.136 -0.056 -0.194
C -0.914 1.556 0.474 -0.036 0.073 0.205
C -0.948 -1.964 0.291 -0.191 -0.186 -0.081
H 2.772 0.488 -0.268 -0.078 -0.108 0.093
H 2.675 -1.045 0.630 -0.108 0.109 -0.028
H 2.077 0.461 1.364 -0.018 -0.098 -0.121
H 0.876 -0.922 -1.096 -0.051 0.081 0.130
H -1.219 0.898 1.284 0.025 0.131 -0.173
H 0.823 1.722 -0.877 -0.120 -0.120 0.051
H -1.911 0.277 -1.074 0.119 0.159 0.071
H -1.497 1.953 -1.644 0.033 -0.122 0.144
H -0.887 2.611 0.728 0.008 -0.177 -0.076
H -0.628 -2.501 -0.616 -0.004 0.122 0.138
H -1.882 -1.430 0.067 0.167 -0.055 0.038
H -1.162 -2.699 1.072 0.050 0.091 -0.114
```
Forces are in eV/Å.

Highest occupied orbital energy, eV: -9.730
Spin multiplicity: 1
Frontier orbital gap, eV: 10.9
SMILES: CO[C@H](C)C1CC1
Energy above the lowest of the compared OMol25 structures with the same formula, charge and spin, eV: 1.597

Here are the Mulliken charges for atoms 1 to 5, given in e: atom 1 (C): -1.5342, atom 2 (C): 0.5553, atom 3 (O): -0.4212, atom 4 (C): -0.2560, atom 5 (C): -0.6958



No. 4
Density functional theory data (ωB97M-V/def2-TZVPD) for a structure of composition C20H57Br6CuN9O4P3.

```
100
Properties=species:S:1:pos:R:3:forces:R:3
Cu -0.868 0.588 0.106 2.222 -1.825 0.465
O 0.650 0.135 1.393 -0.625 0.992 0.029
H 1.360 -0.390 1.812 -0.699 -0.282 -0.761
C 1.795 1.162 4.407 0.382 0.570 0.860
Br 2.606 2.530 3.232 -0.247 -1.007 0.745
Br 0.107 1.888 5.085 0.567 -0.534 -0.325
Br 2.992 0.662 5.917 -0.734 0.403 -0.800
H 1.637 0.223 3.877 -0.178 0.467 -0.085
C 4.377 -0.629 1.890 0.201 -0.115 1.015
Br 5.290 -0.753 0.168 -0.603 0.022 0.943
Br 5.557 0.146 3.305 -0.460 -0.894 -1.014
Br 3.484 -2.362 2.456 0.896 1.321 -0.152
H 3.564 0.097 1.906 0.170 -0.182 -0.680
O -2.240 -0.897 1.237 -1.339 -0.210 -0.533
P -2.843 -2.031 2.028 -0.769 0.400 2.538
N -1.575 -2.741 2.889 -1.873 -0.461 0.109
C -0.733 -3.774 2.350 0.926 0.574 -0.236
C -1.074 -2.157 4.147 -0.153 0.357 -1.754
N -3.732 -3.289 1.305 -0.349 -0.231 -0.730
C -4.959 -2.997 0.473 0.867 0.521 1.069
C -3.799 -4.694 1.770 0.954 0.472 0.755
N -4.009 -1.414 3.232 2.955 2.709 -3.118
C -4.264 0.065 3.347 0.385 -0.954 0.553
C -4.672 -2.267 4.117 -0.772 -1.072 0.137
H -0.811 -4.692 2.931 -0.173 -0.336 -0.428
H 0.301 -3.443 2.441 0.354 0.085 0.283
H -0.803 -3.854 1.265 -0.656 -0.541 0.062
H -0.620 -2.927 4.771 -0.571 0.001 0.304
H -1.890 -1.555 4.547 0.312 -0.213 0.619
H -0.265 -1.499 3.829 0.228 0.408 0.385
H -5.082 -1.914 0.455 -0.161 -0.056 -0.369
H -4.969 -3.434 -0.526 0.614 0.147 -0.067
H -5.825 -3.438 0.967 -0.044 0.161 0.265
H -3.449 -5.408 1.024 -0.106 0.108 -0.177
H -3.193 -4.831 2.666 0.253 0.082 -0.119
H -4.798 -4.966 2.111 -0.251 0.182 -0.354
H -4.753 0.250 4.304 -0.232 -0.195 -0.028
H -3.354 0.660 3.437 0.197 -0.144 -0.468
H -4.911 0.451 2.560 0.132 -0.058 -0.119
H -4.058 -2.582 4.961 0.014 -0.205 0.224
H -4.975 -3.124 3.516 -0.255 -0.453 0.539
H -5.570 -1.776 4.492 -0.037 -0.158 0.055
O -0.373 -0.756 -1.532 -0.099 -0.902 0.183
P 0.398 -1.665 -2.458 0.798 -0.275 -0.947
N -0.628 -2.524 -3.510 -1.397 0.751 0.764
C -0.284 -3.021 -4.837 1.124 0.875 0.034
C -2.105 -2.475 -3.231 1.163 -0.169 -0.067
N 1.370 -2.840 -1.716 -0.784 1.271 -0.809
C 1.795 -2.650 -0.328 -0.670 -0.184 -0.702
C 2.162 -3.860 -2.491 -1.500 0.934 0.738
N 1.418 -0.730 -3.429 0.035 -1.163 -0.066
C 0.764 0.404 -4.166 1.178 -0.628 1.183
C 2.867 -0.509 -3.113 -1.035 0.321 -0.383
H -0.034 -4.081 -4.854 0.107 -0.003 0.077
H 0.552 -2.390 -5.141 0.538 -0.548 -0.241
H -0.991 -2.838 -5.646 -0.721 0.113 0.512
H -2.564 -1.718 -3.868 -0.130 0.209 0.182
H -2.257 -2.277 -2.170 -0.164 0.138 -0.183
H -2.573 -3.425 -3.488 0.191 -0.154 0.069
H 2.875 -2.500 -0.322 -0.042 -0.235 0.476
H 1.287 -1.809 0.143 0.088 0.194 -0.316
H 1.418 -3.523 0.206 0.751 -0.191 0.425
H 1.531 -4.701 -2.780 -0.073 -0.090 0.159
H 2.528 -3.421 -3.419 0.571 -0.044 0.228
H 2.893 -4.196 -1.755 0.418 -0.087 -0.670
H 1.416 0.708 -4.985 -0.100 -0.068 -0.101
H -0.227 0.145 -4.541 0.106 -0.118 0.131
H 0.720 1.198 -3.421 -0.419 0.458 -0.273
H 2.952 0.505 -2.721 0.274 0.165 -0.012
H 3.462 -0.619 -4.019 -0.069 0.223 -0.160
H 3.339 -1.169 -2.385 -0.709 -0.261 0.113
O 0.549 2.113 -0.853 -0.119 1.319 0.222
P 0.971 3.567 -0.981 0.605 1.792 0.755
N 0.412 4.390 -2.385 0.480 -0.655 1.643
C -0.881 5.074 -2.463 -0.051 -0.068 1.071
C 1.071 4.295 -3.643 1.530 -0.866 -0.438
N 2.668 3.761 -0.904 -0.505 0.037 -1.337
C 3.456 4.971 -1.242 -0.923 -0.731 -0.142
C 3.483 2.756 -0.207 -1.845 -0.088 -0.211
N 0.473 4.527 0.340 -0.169 -0.418 -0.586
C -0.230 3.995 1.514 0.891 0.755 -0.376
C 0.926 5.961 0.640 -1.910 -2.060 -2.010
H -0.854 6.000 -1.888 -0.228 -0.068 0.310
H -1.640 4.388 -2.086 -0.345 0.358 0.046
H -1.171 5.396 -3.463 0.468 -0.477 -0.190
H 0.421 3.899 -4.423 -0.254 0.710 -0.209
H 1.864 3.548 -3.658 0.185 -0.158 0.514
H 1.606 5.224 -3.840 -0.424 0.215 -0.762
H 4.135 4.687 -2.046 0.203 0.320 -0.033
H 2.818 5.792 -1.568 0.057 -0.109 -0.068
H 4.023 5.295 -0.369 0.025 0.051 0.034
H 3.006 1.807 -0.451 0.523 -0.393 0.059
H 4.528 2.801 -0.512 -0.142 -0.016 0.108
H 3.299 2.893 0.859 0.819 -0.026 0.080
H -1.141 4.575 1.663 -0.239 -0.222 0.179
H -0.413 2.921 1.494 0.111 0.107 -0.062
H 0.500 4.254 2.281 -0.648 -0.545 0.856
H 1.071 6.349 -0.368 0.729 0.581 0.389
H 1.727 6.074 1.370 0.081 -0.192 -0.252
H -0.016 6.401 0.968 0.321 0.460 0.431
```
Forces are in eV/Å.

Highest occupied orbital energy (alpha / beta), eV: -10.649 / -10.648
Spin multiplicity: 2
Frontier orbital gap (alpha / beta), eV: 8.0 / 5.9
Total charge: +1

Here are the Mulliken charges for atoms 1 to 5, given in e: atom 1 (Cu): 0.1777, atom 2 (O): 1.0126, atom 3 (H): -0.4813, atom 4 (C): 0.2550, atom 5 (Br): 0.0296



No. 5
Density functional theory data (ωB97M-V/def2-TZVPD) for an isolated molecule of C4H9NO.

```
15
Properties=species:S:1:pos:R:3:forces:R:3
C -0.398 -0.779 2.015 0.134 -0.140 0.045
C -0.738 -0.445 0.573 -0.754 0.007 0.417
C 0.530 -0.163 -0.202 0.597 0.247 -0.738
C 0.146 0.292 -1.599 -0.429 -0.376 0.032
O -0.574 -0.359 -2.351 0.686 0.525 0.643
N 0.582 1.540 -1.908 -0.100 -0.242 -0.254
H -1.273 -1.034 2.616 0.076 -0.023 -0.084
H 0.111 0.069 2.492 -0.107 -0.179 -0.056
H 0.297 -1.623 2.006 -0.052 -0.036 0.291
H -1.275 -1.249 0.063 0.091 -0.099 0.197
H -1.467 0.404 0.573 0.828 -0.296 -0.284
H 1.130 0.611 0.300 -0.222 -0.082 -0.100
H 1.232 -1.019 -0.337 -0.803 0.153 0.371
H 0.359 1.794 -2.853 0.304 0.507 -0.149
H 1.338 1.960 -1.388 -0.248 0.034 -0.332
```
Forces are in eV/Å.

Highest occupied orbital energy, eV: -9.732
Spin multiplicity: 1
Frontier orbital gap, eV: 10.6
SMILES: CCCC(N)=O
Energy above the lowest of the compared OMol25 structures with the same formula, charge and spin, eV: 0.212

Here are the Mulliken charges for atoms 1 to 5, given in e: atom 1 (C): -1.2001, atom 2 (C): -0.3262, atom 3 (C): -0.4650, atom 4 (C): 0.4061, atom 5 (O): -0.6290



No. 6
Density functional theory data (ωB97M-V/def2-TZVPD) for an isolated molecule of C5H6O.

```
12
Properties=species:S:1:pos:R:3:forces:R:3
O -2.352 1.417 -0.144 -0.073 0.020 -0.266
C -1.521 0.496 0.407 0.248 -0.231 0.123
C -0.648 -0.256 -0.255 -0.179 0.239 0.083
C 0.440 -1.042 0.426 -0.052 -0.022 0.005
C 1.710 -0.424 0.008 0.375 0.291 -0.195
C 2.617 0.250 -0.412 -0.333 -0.316 0.178
H -2.042 1.582 -1.046 -0.226 0.004 0.101
H -1.641 0.436 1.485 0.077 0.097 -0.111
H -0.586 -0.216 -1.342 -0.047 0.106 0.154
H 0.369 -2.095 0.136 0.309 0.041 0.047
H 0.348 -0.989 1.519 -0.040 -0.027 -0.230
H 3.398 0.870 -0.792 -0.058 -0.201 0.111
```
Forces are in eV/Å.

Highest occupied orbital energy, eV: -8.929
Spin multiplicity: 1
Frontier orbital gap, eV: 9.9
SMILES: C#CC/C=C/O
Energy above the lowest of the compared OMol25 structures with the same formula, charge and spin, eV: 2.342

Here are the Mulliken charges for atoms 1 to 5, given in e: atom 1 (O): -0.4858, atom 2 (C): 0.0017, atom 3 (C): -0.3778, atom 4 (C): -0.5274, atom 5 (C): -0.4319



Number 1: energy -643.72248 Eh. Number 2: energy -3902.78891 Eh. Number 3: energy -311.00058 Eh. Number 4: energy -19698.41151 Eh. Number 5: energy -287.82467 Eh. Number 6: energy -269.26019 Eh.